DFT (the ωB97M-V functional and the def2-TZVPD basis) results for 2 unconnected molecules or ions with the total composition C3H5N2O2S at a distorted geometry.

Positions of all 13 atoms, in Å:
C: 1.129 0.086 -0.036
C: -3.599 -0.431 0.136
C: 2.500 -0.504 -0.182
N: -1.140 0.019 -0.532
N: 0.106 -0.444 -0.571
O: 1.152 1.286 0.733
O: -3.612 -1.538 0.514
S: -4.073 1.007 -0.247
H: 3.233 0.252 0.095
H: 2.630 -1.369 0.473
H: 2.675 -0.825 -1.207
H: -1.229 0.888 0.040
H: 0.230 1.572 0.783

* ΔE to the lowest compared entry with this formula, charge and spin: 199.8 kJ/mol
* HOMO-LUMO gap (spin up / spin down): 5.26 / 5.26 eV
* spin multiplicity: 1
* net charge: -1
* LUMO energy (spin up / spin down): 3.22 / 3.22 eV

Atom-resolved charges from Löwdin, all expressed in e: atom 1 (C): -0.511, atom 2 (C): -0.922, atom 3 (C): -0.078, atom 4 (N): -0.147, atom 5 (N): -0.138, atom 6 (O): -0.045, atom 7 (O): 0.041, atom 8 (S): 0.655, atom 9 (H): 0.054, atom 10 (H): 0.055, atom 11 (H): 0.057, atom 12 (H): -0.062, atom 13 (H): 0.040